The following is a DFT calculation (ωB97M-V with the def2-TZVPD basis set) of 2 unconnected molecules or ions with the total composition C2H4N2O in a non-equilibrium geometry.

```
! RIJCOSX wB97M-V def2-TZVPD def2/J DEFGRID3
* xyz 0 1
N 1.55 0.34 -0.54
C 2.61 -0.01 -0.12
O 3.73 -0.20 0.15
H 0.53 0.29 -0.22
C -1.83 -0.42 0.21
N -1.15 0.56 0.35
H -2.66 -0.69 -0.56
H -1.60 -1.29 0.83
H -1.18 1.42 -0.10
*
```

Summary:
ΔE to the lowest compared entry with this formula, charge and spin (kJ/mol): 132.4
HOMO (eV): -10.2
SMILES: N=C=O.C=N

The following is a DFT calculation (ωB97M-V with the def2-TZVPD basis set) of a molecular structure, C4H7N3 in a non-equilibrium geometry.

```
! RIJCOSX wB97M-V def2-TZVPD def2/J DEFGRID3
* xyz 0 1
C 2.00 0.32 0.38
N 1.25 0.50 -0.82
C -0.03 0.09 -0.65
N -1.08 0.51 -1.33
N -2.11 0.12 -0.56
C -1.77 -0.54 0.55
C -0.38 -0.63 0.55
H 0.85 0.24 1.24
H 2.32 -0.72 0.51
H 2.95 0.91 0.28
H 1.41 1.30 -1.42
H -3.04 0.33 -0.87
H -2.51 -0.91 1.24
H 0.14 -1.52 0.90
*
```

Summary:
ΔE to the lowest compared entry with this formula, charge and spin (kJ/mol): 278.9
HOMO (eV): -8.1

The following is a DFT calculation (ωB97M-V with the def2-TZVPD basis set) of a molecular structure, CH2N3O4 in a non-equilibrium geometry.

```
! RIJCOSX wB97M-V def2-TZVPD def2/J DEFGRID3
* xyz 1 1
C -0.04 -0.18 -0.32
N 0.85 1.55 -0.07
N 0.56 -1.42 0.00
N -1.29 -0.04 -0.08
O -0.04 2.25 0.18
O 1.99 1.45 -0.14
O 0.79 -1.19 1.14
O 0.80 -2.34 -0.72
H -1.83 0.75 -0.09
H -1.79 -0.82 0.11
*
```

Summary:
ΔE to the lowest compared entry with this formula, charge and spin (kJ/mol): 208.3
HOMO (eV): -16.8

The following is a DFT calculation (ωB97M-V with the def2-TZVPD basis set) of a molecular structure, C16H34N3O11P2SSbTi in a non-equilibrium geometry.

```
! RIJCOSX wB97M-V def2-TZVPD def2/J DEFGRID3
* xyz 1 2
Ti -0.33 -0.12 -0.78
C -1.80 3.93 -0.49
C -0.35 3.48 -0.62
O 0.60 4.51 -0.68
P 0.11 2.43 0.81
O -0.38 3.07 2.16
O 1.67 2.36 1.00
O -0.59 1.11 0.64
P -0.12 2.20 -1.94
O 0.16 3.07 -3.24
O 1.08 1.40 -1.47
O -1.31 1.30 -2.07
H -1.90 4.65 0.32
H -2.43 3.06 -0.28
H -2.14 4.39 -1.42
H 0.59 4.91 -1.56
H 0.21 3.74 2.54
H 2.12 2.00 0.22
H -0.06 2.62 -4.07
C -5.78 1.98 1.16
C -4.60 1.09 1.40
C -3.85 1.19 2.57
C -2.73 0.40 2.77
C -2.36 -0.50 1.79
C -3.09 -0.63 0.62
C -4.21 0.16 0.44
S -0.75 -1.26 1.95
O 0.13 -0.36 2.66
O -0.86 -2.54 2.68
N -0.11 -1.58 0.51
C -0.51 -2.85 -0.11
C -0.63 -2.55 -1.61
O -0.23 -3.31 -2.46
O -1.12 -1.36 -1.83
H -6.13 2.44 2.08
H -6.60 1.42 0.71
H -5.52 2.78 0.46
H -4.13 1.91 3.33
H -2.12 0.50 3.66
H -2.83 -1.36 -0.14
H -4.79 0.06 -0.47
H -1.45 -3.23 0.29
H 0.25 -3.63 0.02
N 2.08 -3.36 3.18
C 2.94 -2.16 2.99
C 3.16 -1.80 1.50
N 2.73 -0.47 1.08
H 2.20 -3.75 4.11
H 2.30 -4.08 2.49
H 1.01 -3.14 3.08
H 3.90 -2.36 3.48
H 2.46 -1.33 3.48
H 2.63 -2.53 0.86
H 4.23 -1.87 1.26
H 3.28 0.23 1.56
H 1.74 -0.29 1.29
C 3.89 -0.13 -2.49
Sb 2.11 -1.29 -2.07
C 1.11 -0.56 -3.85
C 2.84 -3.01 -3.19
H 4.14 -0.24 -3.55
H 4.72 -0.51 -1.90
H 3.73 0.91 -2.25
H 1.11 -1.33 -4.62
H 1.63 0.33 -4.21
H 0.08 -0.30 -3.62
H 3.29 -2.64 -4.11
H 2.01 -3.67 -3.41
H 3.59 -3.54 -2.62
*
```

Summary:
HOMO (alpha / beta) (eV): -10.1 / -10.9
Expectation value of S²: 0.75

The following is a DFT calculation (ωB97M-V with the def2-TZVPD basis set) of a molecular structure, C47H42N10O3SbW in a non-equilibrium geometry.

```
! RIJCOSX wB97M-V def2-TZVPD def2/J DEFGRID3
* xyz 1 1
W -0.55 0.47 -0.92
C -1.30 1.98 -7.38
C -1.10 0.62 -7.62
C -0.77 -0.25 -6.59
C -0.67 0.27 -5.30
C -0.49 -0.34 -4.02
N -0.12 -1.58 -3.83
C -0.04 -2.12 -2.62
C 0.51 -3.42 -2.38
C 1.09 -4.37 -3.21
C 1.52 -5.55 -2.64
C 1.37 -5.80 -1.27
C 0.80 -4.86 -0.43
C 0.40 -3.65 -0.99
C -0.21 -2.49 -0.42
N -0.38 -2.31 0.87
C -1.09 -1.31 1.35
N -1.70 -0.32 0.55
C -2.57 0.37 1.38
N -3.35 1.36 1.00
C -3.16 2.00 -0.14
N -2.11 1.76 -1.03
C -2.11 2.85 -1.93
N -1.50 2.87 -3.09
C -0.97 1.81 -3.65
N -0.69 0.60 -3.00
C -0.91 1.64 -5.07
C -1.20 2.51 -6.11
C -3.12 3.79 -1.56
C -3.49 5.01 -2.12
C -4.58 5.65 -1.56
C -5.30 5.08 -0.51
C -4.96 3.85 0.03
C -3.83 3.22 -0.48
C -2.45 -0.11 2.73
C -3.02 0.33 3.92
C -2.61 -0.30 5.08
C -1.68 -1.34 5.06
C -1.12 -1.79 3.89
C -1.50 -1.15 2.71
N -0.50 -1.55 -1.43
H -1.55 2.63 -8.21
H -1.23 0.24 -8.62
H -0.62 -1.31 -6.75
H 1.18 -4.19 -4.27
H 1.95 -6.33 -3.26
H 1.68 -6.75 -0.88
H 0.65 -5.04 0.62
H -1.37 3.56 -5.91
H -2.95 5.42 -2.95
H -4.89 6.61 -1.95
H -6.17 5.59 -0.13
H -5.54 3.38 0.80
H -3.76 1.12 3.94
H -3.02 0.02 6.03
H -1.40 -1.80 6.00
H -0.42 -2.61 3.86
C 2.28 2.83 0.38
C 1.08 2.10 -0.10
O 0.31 1.47 0.70
O 0.68 2.15 -1.31
H 2.50 2.53 1.40
H 2.08 3.90 0.36
H 3.13 2.65 -0.27
C 3.64 -3.56 4.80
C 4.53 -3.47 3.56
N 3.79 -3.32 2.32
C 3.58 -4.51 1.52
C 2.87 -5.62 2.29
C 3.39 -2.08 1.99
O 3.46 -1.13 2.75
C 2.92 -1.78 0.58
C 3.55 -2.22 -0.59
C 3.20 -1.61 -1.79
C 2.21 -0.65 -1.82
N 1.53 -0.26 -0.70
C 1.94 -0.81 0.48
H 4.26 -3.69 5.68
H 2.96 -4.39 4.73
H 3.08 -2.64 4.91
H 5.16 -4.35 3.47
H 5.18 -2.59 3.66
H 4.55 -4.89 1.19
H 2.97 -4.26 0.65
H 3.48 -6.01 3.10
H 2.66 -6.45 1.62
H 1.93 -5.26 2.70
H 4.33 -2.95 -0.57
H 3.68 -1.90 -2.71
H 1.96 -0.11 -2.73
H 1.49 -0.41 1.39
C -0.56 5.13 0.72
Sb -1.19 3.39 1.90
C -2.79 4.53 2.84
C 0.25 3.87 3.47
H -0.83 6.01 1.30
H -1.07 5.16 -0.23
H 0.52 5.15 0.56
H -3.11 5.33 2.18
H -2.42 4.96 3.76
H -3.64 3.90 3.07
H 0.03 4.86 3.84
H 1.27 3.83 3.12
H 0.13 3.16 4.28
*
```

Summary:
ΔE to the lowest compared entry with this formula, charge and spin (kJ/mol): 0.0
HOMO (alpha / beta) (eV): -9.0 / -9.0

The following is a DFT calculation (ωB97M-V with the def2-TZVPD basis set) of 11 unconnected molecules or ions with the total composition C22H66O11 in a non-equilibrium geometry.

```
! RIJCOSX wB97M-V def2-TZVPD def2/J DEFGRID3
* xyz 1 2
C 4.95 3.70 -1.27
C 4.55 2.35 -1.82
O 3.22 2.05 -1.50
H 4.40 4.15 -0.44
H 4.84 4.45 -2.05
H 6.01 3.72 -1.03
H 5.26 1.61 -1.44
H 4.68 2.34 -2.90
H 2.61 2.60 -2.01
C 1.05 -3.40 2.14
C -0.17 -4.16 2.53
O -0.04 -5.40 1.96
H 1.19 -3.30 1.07
H 1.98 -3.74 2.60
H 0.97 -2.36 2.46
H -1.12 -3.74 2.22
H -0.21 -4.35 3.60
H 0.06 -5.32 1.01
C -2.49 -6.28 -0.21
C -1.70 -5.83 -1.49
O -0.64 -5.06 -1.04
H -3.39 -6.78 -0.57
H -2.78 -5.41 0.37
H -1.92 -6.94 0.44
H -2.44 -5.26 -2.05
H -1.28 -6.71 -1.98
H -0.81 -4.14 -1.24
C 1.02 1.32 -4.03
C 0.81 1.06 -5.48
O 1.46 2.00 -6.23
H 0.82 0.40 -3.48
H 0.44 2.12 -3.57
H 2.02 1.71 -3.83
H -0.25 0.98 -5.72
H 1.20 0.08 -5.77
H 1.58 1.59 -7.09
C 4.49 -1.06 2.33
C 4.48 -0.51 0.94
O 3.73 0.68 1.06
H 3.51 -1.38 2.69
H 4.89 -0.33 3.04
H 5.32 -1.76 2.47
H 4.03 -1.23 0.26
H 5.48 -0.23 0.61
H 3.56 0.93 0.15
C -2.70 4.23 1.57
C -3.79 4.07 0.55
O -4.64 3.07 0.98
H -2.35 3.26 1.90
H -3.19 4.56 2.49
H -1.92 4.91 1.24
H -3.44 3.66 -0.40
H -4.23 5.05 0.37
H -4.73 2.98 1.93
C 0.35 1.13 0.98
C -0.29 0.17 -0.02
O -0.50 -1.10 0.55
H 1.00 1.77 0.39
H 0.88 0.44 1.63
H -0.35 1.67 1.63
H 0.46 0.15 -0.82
H -1.19 0.54 -0.51
H -0.73 -1.72 -0.15
C -3.30 -2.20 -1.09
C -2.51 -2.34 -2.40
O -1.14 -2.45 -2.16
H -4.22 -1.65 -1.31
H -2.71 -1.49 -0.52
H -3.25 -3.13 -0.52
H -2.67 -1.44 -3.00
H -2.82 -3.17 -3.02
H -0.72 -2.76 -2.97
C -5.44 -0.94 1.17
C -4.37 -1.40 2.11
O -3.31 -0.47 2.24
H -5.01 -0.40 0.32
H -6.17 -0.36 1.74
H -5.94 -1.82 0.77
H -3.91 -2.32 1.75
H -4.65 -1.85 3.06
H -2.61 -0.52 1.58
C 0.69 4.60 -1.39
C 1.49 5.18 -2.63
O 2.05 4.22 -3.41
H 0.06 5.44 -1.07
H 1.35 4.21 -0.62
H 0.07 3.81 -1.80
H 2.21 5.97 -2.40
H 0.82 5.80 -3.22
H 1.96 4.57 -4.30
C 0.30 0.60 4.42
C 1.42 -0.23 5.10
O 2.48 0.60 5.62
H -0.12 1.27 5.16
H -0.42 -0.01 3.88
H 0.72 1.29 3.68
H 1.81 -0.95 4.38
H 1.14 -0.91 5.91
H 2.67 1.23 4.93
*
```

Summary:
ΔE to the lowest compared entry with this formula, charge and spin (kJ/mol): 272.1
HOMO (alpha / beta) (eV): -11.8 / -11.8
Expectation value of S²: 0.75

The following is a DFT calculation (ωB97M-V with the def2-TZVPD basis set) of 4 unconnected molecules or ions with the total composition C28H36F4N2O2P in a non-equilibrium geometry.

```
! RIJCOSX wB97M-V def2-TZVPD def2/J DEFGRID3
* xyz 1 1
C 3.74 -2.22 1.84
C 3.97 -2.24 0.33
C 3.13 -1.21 -0.45
C 1.90 -1.84 -1.12
C 0.63 -1.03 -0.83
C 0.24 -1.22 0.64
N -1.24 -1.46 0.84
C -2.04 -0.39 0.18
O -2.42 -0.48 -0.94
N -2.25 0.74 1.04
C -3.12 0.44 2.11
O -2.78 -0.02 3.18
F -4.38 0.69 1.80
P -1.67 -3.19 0.30
C -1.63 -3.99 1.95
C -3.46 -3.19 -0.12
H 3.12 -3.05 2.17
H 3.26 -1.30 2.17
H 4.67 -2.33 2.36
H 5.01 -2.07 0.11
H 3.73 -3.23 -0.03
H 3.73 -0.68 -1.16
H 2.79 -0.47 0.27
H 1.72 -2.83 -0.72
H 2.03 -1.92 -2.19
H 0.83 0.01 -1.04
H -0.15 -1.41 -1.47
H 0.78 -2.07 1.02
H 0.52 -0.33 1.20
H -1.40 -1.39 1.85
H -1.35 1.01 1.43
H -2.27 -4.86 1.91
H -2.07 -3.31 2.69
H -0.63 -4.21 2.26
H -3.96 -2.24 -0.03
H -3.98 -3.90 0.51
H -3.53 -3.56 -1.13
F 4.38 1.06 -2.20
C 5.55 1.72 -2.36
C 5.62 3.06 -2.02
C 6.82 3.73 -2.18
C 7.92 3.06 -2.69
C 7.83 1.72 -3.03
C 6.64 1.04 -2.86
H 4.74 3.56 -1.63
H 6.89 4.77 -1.91
H 8.86 3.59 -2.82
H 8.69 1.20 -3.43
H 6.54 -0.01 -3.12
F 0.93 1.85 1.37
C 0.64 2.96 2.12
C -0.24 2.82 3.17
C -0.57 3.92 3.94
C 0.00 5.15 3.64
C 0.88 5.27 2.57
C 1.21 4.17 1.80
H -0.67 1.84 3.38
H -1.26 3.82 4.76
H -0.25 6.02 4.23
H 1.32 6.23 2.34
H 1.90 4.24 0.97
F -9.78 -1.53 -2.32
C -8.47 -1.27 -2.28
C -7.97 -0.49 -1.26
C -6.61 -0.22 -1.23
C -5.77 -0.73 -2.21
C -6.30 -1.51 -3.23
C -7.65 -1.79 -3.27
H -8.64 -0.09 -0.51
H -6.20 0.39 -0.43
H -4.71 -0.51 -2.18
H -5.65 -1.91 -4.00
H -8.08 -2.40 -4.05
*
```

Summary:
HOMO (eV): -11.1

The following is a DFT calculation (ωB97M-V with the def2-TZVPD basis set) of 2 unconnected molecules or ions with the total composition C3H5N3O in a non-equilibrium geometry.

```
! RIJCOSX wB97M-V def2-TZVPD def2/J DEFGRID3
* xyz 0 1
N -1.66 -0.86 0.94
C -0.58 -1.62 1.16
N 0.39 -2.24 1.38
C 1.59 0.57 -0.01
O 1.66 -0.57 -0.61
C 0.72 1.49 -0.77
N -0.55 1.38 -0.68
H -2.48 -1.37 0.63
H -1.44 -0.03 0.38
H 2.10 -1.21 -0.02
H 1.23 2.33 -1.26
H -1.02 2.17 -1.13
*
```

Summary:
ΔE to the lowest compared entry with this formula, charge and spin (kJ/mol): 409.6
HOMO (eV): -9.1

The following is a DFT calculation (ωB97M-V with the def2-TZVPD basis set) of 2 unconnected molecules or ions with the total composition C6H8BrI in a non-equilibrium geometry.

```
! RIJCOSX wB97M-V def2-TZVPD def2/J DEFGRID3
* xyz 0 1
C 1.64 0.11 -1.76
C 0.80 0.86 -1.12
C 0.01 -0.08 0.82
C -0.50 -1.29 0.87
C 0.03 2.06 -1.31
C -1.23 -1.73 2.05
Br -0.48 -2.56 -0.55
I 0.48 1.26 2.31
H 1.74 0.39 -2.76
H 2.17 -0.66 -1.30
H -1.15 1.91 -1.35
H 0.38 2.88 -0.61
H 0.40 2.52 -2.32
H -0.66 -1.76 3.02
H -2.08 -1.19 2.14
H -1.56 -2.72 1.87
*
```

Summary:
ΔE to the lowest compared entry with this formula, charge and spin (kJ/mol): 326.3
HOMO (eV): -8.3

The following is a DFT calculation (ωB97M-V with the def2-TZVPD basis set) of a molecular structure, C34H43AsN5O4PdSi2 in a non-equilibrium geometry.

```
! RIJCOSX wB97M-V def2-TZVPD def2/J DEFGRID3
* xyz -1 1
Pd 0.51 -0.13 -0.74
C 5.54 1.08 -0.47
O 4.69 2.16 -0.13
C 4.01 1.93 1.04
C 4.52 2.39 2.23
C 3.84 2.18 3.43
C 2.66 1.47 3.40
C 2.11 0.97 2.20
C 0.91 0.16 2.34
N 0.35 -0.54 1.44
N -0.73 -1.30 1.85
C -1.40 -1.77 0.84
O -1.20 -1.55 -0.41
C -2.54 -2.68 1.19
C -3.17 -3.38 0.17
C -4.22 -4.25 0.46
C -4.65 -4.42 1.77
C -4.04 -3.70 2.78
C -2.99 -2.83 2.50
C 2.78 1.20 0.96
O 2.39 0.78 -0.19
H 5.95 1.29 -1.46
H 4.99 0.13 -0.50
H 6.36 0.98 0.25
H 5.45 2.94 2.21
H 4.24 2.54 4.37
H 2.12 1.28 4.32
H 0.47 0.11 3.34
H -2.83 -3.23 -0.85
H -4.70 -4.80 -0.35
H -5.45 -5.11 1.99
H -4.38 -3.81 3.81
H -2.50 -2.27 3.28
C -4.90 1.59 -5.48
C -5.16 2.10 -4.08
C -5.78 3.32 -3.85
C -6.01 3.78 -2.56
C -5.63 3.02 -1.46
N -5.91 3.54 -0.17
C -5.57 3.06 1.08
O -6.34 3.18 2.03
N -4.35 2.45 1.23
C -3.12 2.71 0.59
C -2.84 3.85 -0.16
C -1.58 3.99 -0.72
C -0.64 2.99 -0.53
N -0.90 1.91 0.21
C -2.09 1.79 0.77
C -5.03 1.78 -1.68
C -4.79 1.34 -2.97
H -5.28 2.29 -6.23
H -5.38 0.63 -5.63
H -3.83 1.46 -5.65
H -6.09 3.94 -4.69
H -6.49 4.74 -2.40
H -6.73 4.13 -0.12
H -4.29 1.90 2.07
H -3.59 4.62 -0.30
H -1.34 4.87 -1.30
H 0.35 3.04 -0.96
H -2.25 0.89 1.36
H -4.76 1.14 -0.85
H -4.31 0.38 -3.11
C 1.96 2.15 -4.10
Si 0.22 1.47 -4.26
C 0.05 0.84 -6.04
C -0.98 2.92 -4.17
As -0.60 -0.23 -2.86
Si 1.40 -1.59 -2.75
C 1.44 -2.95 -1.45
C 1.30 -2.53 -4.41
C 3.11 -0.83 -2.85
H 2.02 3.16 -4.49
H 2.66 1.52 -4.66
H 2.30 2.16 -3.06
H 0.27 1.63 -6.77
H -0.97 0.48 -6.21
H 0.73 0.01 -6.22
H -1.05 3.44 -5.13
H -0.67 3.66 -3.42
H -1.97 2.57 -3.88
H 0.46 -3.44 -1.37
H 1.67 -2.54 -0.47
H 2.20 -3.70 -1.70
H 0.29 -2.89 -4.62
H 1.99 -3.38 -4.42
H 1.59 -1.85 -5.22
H 3.29 -0.12 -2.04
H 3.24 -0.31 -3.80
H 3.85 -1.63 -2.80
*
```

Summary:
ΔE to the lowest compared entry with this formula, charge and spin (kJ/mol): 136.1
HOMO (alpha / beta) (eV): -4.5 / -4.4

| no. | energy (eV) |
| --- | --- |
| 1 | -7165.1074 |
| 2 | -8728.7884 |
| 3 | -13712.5364 |
| 4 | -103203.5997 |
| 5 | -78825.2795 |
| 6 | -46392.5918 |
| 7 | -56846.8682 |
| 8 | -9706.3383 |
| 9 | -84489.8521 |
| 10 | -131673.8375 |